ORCA calculation (the ωB97M-V functional and the def2-TZVPD basis) on C26H54BBrLi2N6O16P as an isolated structure in a non-equilibrium geometry.

Structure (XYZ):
```
107
Properties=species:S:1:pos:R:3:forces:R:3
N -3.470 -2.421 4.336 1.0 0.5 -1.6
B -2.059 -1.849 4.060 0.6 -0.8 0.7
O -1.125 -1.628 5.192 -0.9 -1.8 -1.9
C -1.690 -1.571 2.482 -1.0 0.2 -0.1
C -1.498 -2.888 1.487 -0.5 1.2 3.8
N -0.862 -2.330 0.391 -0.4 -0.2 -2.3
P -0.477 -3.391 -1.029 -1.3 0.9 -2.7
O -1.216 -4.949 -0.699 -0.1 1.3 -0.7
O -1.483 -2.718 -2.329 0.3 -0.5 4.2
C -0.519 -0.833 0.449 3.4 -0.9 1.3
O -1.243 0.064 -0.483 0.1 -1.8 1.5
N -0.259 0.677 -1.210 -0.7 1.3 -3.4
O -0.676 0.998 -2.314 1.8 -2.0 2.5
C -0.563 -0.452 2.076 -1.4 -0.8 -1.5
H -3.476 -3.321 3.771 -0.2 1.3 0.8
H -4.111 -1.787 3.770 0.8 -1.2 0.8
H -0.745 -2.493 5.529 -0.9 1.6 -0.5
H -2.705 -1.101 2.079 1.8 -0.6 0.5
H -1.837 -3.986 1.711 0.6 2.5 -1.1
H -1.419 -5.388 -1.591 0.2 1.1 1.5
H -2.296 -2.380 -1.816 1.2 -0.6 -1.5
H 0.609 -0.761 0.107 -2.2 -0.3 0.6
H -1.029 0.611 2.250 0.9 -2.0 -0.5
H 0.517 -0.505 2.524 -2.1 -0.3 -0.8
C -5.127 0.720 -1.043 -0.1 -0.1 -0.1
C -4.988 1.843 -0.036 0.2 -0.2 -0.4
O -4.081 1.466 0.989 0.4 0.0 0.4
H -5.486 -0.192 -0.554 0.0 0.1 0.0
H -5.827 0.993 -1.838 0.1 -0.1 0.0
H -4.158 0.480 -1.493 -0.1 0.2 -0.1
H -5.954 2.064 0.427 0.2 0.0 0.2
H -4.618 2.755 -0.515 -0.1 0.0 -0.1
H -3.224 1.280 0.568 -0.4 0.1 0.0
Br -1.845 3.086 -2.199 -0.2 1.6 0.5
Li 0.976 2.488 -0.993 -1.0 -0.4 -0.6
C -3.416 -3.752 -4.323 0.1 0.2 -0.2
O -3.084 -4.926 -4.270 0.8 -2.5 0.3
O -2.938 -2.910 -5.091 1.7 1.4 -2.2
O -4.282 -3.224 -3.615 -2.4 0.7 2.5
O 2.089 -2.191 -1.498 1.4 0.0 -2.1
C 2.685 -2.133 -2.570 -0.8 0.2 1.6
O 3.808 -2.858 -2.769 -0.1 -0.5 0.2
C 4.478 -2.999 -4.036 -0.1 0.2 0.1
C 5.420 -1.837 -4.282 0.1 0.2 0.1
C 2.232 -1.188 -3.645 -0.5 -0.1 -0.5
H 3.757 -3.139 -4.848 0.0 0.1 0.1
H 5.059 -3.925 -3.977 -0.2 0.1 0.3
H 4.884 -0.886 -4.331 0.0 -0.1 -0.1
H 5.966 -1.975 -5.220 0.0 0.0 0.1
H 6.142 -1.750 -3.463 -0.1 -0.1 -0.1
H 2.620 -0.188 -3.431 0.0 -0.1 0.0
H 1.139 -1.160 -3.644 0.2 0.1 0.2
H 2.527 -1.487 -4.649 0.2 0.1 0.0
C -3.550 6.286 -3.686 -0.1 -0.1 0.4
N -2.255 6.634 -4.329 1.1 0.1 -0.1
O -1.230 6.494 -3.651 -1.4 0.5 -1.3
O -2.302 7.038 -5.497 0.3 -0.5 1.5
H -3.359 5.947 -2.666 0.1 0.0 -0.3
H -4.169 7.185 -3.685 0.1 -0.1 -0.2
H -4.008 5.490 -4.277 0.1 0.2 0.1
C -4.258 -9.820 -5.558 0.1 -0.1 -0.1
C -4.195 -9.134 -4.197 0.4 0.0 -0.2
C -5.564 -8.659 -3.706 -0.1 0.9 -0.8
C -6.141 -7.653 -4.688 -3.5 5.7 -5.4
N -6.620 -6.818 -5.502 3.8 -6.8 6.5
H -4.610 -9.139 -6.338 0.0 -0.1 0.2
H -3.263 -10.167 -5.855 -0.1 0.0 0.0
H -4.927 -10.687 -5.529 0.1 0.1 0.0
H -3.507 -8.282 -4.261 -0.2 -0.1 0.1
H -3.774 -9.833 -3.465 -0.1 0.1 0.0
H -5.467 -8.187 -2.722 -0.1 0.1 -0.2
H -6.253 -9.505 -3.610 0.0 0.2 -0.1
Li 0.648 -4.485 1.096 0.8 0.8 0.1
C 4.318 7.774 5.081 0.1 0.2 0.4
C 5.055 6.964 4.022 -0.2 0.2 -0.1
C 4.170 6.108 3.109 0.2 -0.5 0.4
N 3.684 4.744 3.678 0.3 0.3 -0.6
C 2.823 4.116 2.553 0.0 -0.1 0.3
C 2.058 2.882 3.008 0.1 -0.1 0.1
C 1.199 3.186 4.222 -0.2 -0.1 0.0
C 2.062 3.711 5.354 0.0 -0.2 0.0
C 2.850 4.950 4.945 0.1 -0.3 0.0
C 4.893 3.848 3.960 -0.6 0.3 0.0
H 4.109 7.189 5.976 -0.1 0.1 0.0
H 4.939 8.618 5.402 -0.1 -0.1 -0.1
H 3.376 8.179 4.698 0.1 0.0 0.0
H 5.863 6.388 4.482 -0.1 0.0 -0.1
H 5.550 7.695 3.368 -0.1 -0.3 -0.1
H 4.730 5.866 2.199 -0.2 -0.2 0.2
H 3.275 6.671 2.815 0.1 -0.2 0.2
H 2.115 4.886 2.223 0.2 0.0 0.2
H 3.494 3.877 1.719 0.0 0.2 0.3
H 1.417 2.535 2.189 0.3 0.1 0.0
H 2.745 2.058 3.231 -0.1 0.0 -0.2
H 0.669 2.282 4.544 0.1 0.2 -0.1
H 0.435 3.929 3.962 0.0 0.0 0.0
H 2.743 2.925 5.698 -0.1 0.1 0.0
H 1.425 3.963 6.210 0.3 0.1 -0.1
H 3.537 5.210 5.753 0.0 0.1 -0.3
H 2.168 5.786 4.752 0.2 -0.1 -0.1
H 5.477 4.286 4.773 -0.2 0.0 -0.2
H 5.492 3.779 3.048 -0.2 0.0 0.2
H 4.548 2.857 4.259 0.0 0.2 -0.1
C 4.112 -2.455 1.620 0.7 -1.4 0.5
O 4.043 -1.243 1.486 -0.4 4.0 -0.4
O 5.068 -3.064 2.112 3.8 -0.4 1.8
O 3.235 -3.260 1.284 -5.3 -2.3 -1.8
```
Positions in Å, forces in eV/Å.

As for the charge: -1. As for the largest force on an atom: 10.11 eV/Å. The total energy comes out at -5510.1955 Eh. As for the spin multiplicity: 1. The molar mass comes out at 842.32 g mol⁻¹.